Entry from OMol25: a structure of composition C20H35CrN2O2P2 in a non-equilibrium geometry (ωB97M-V/def2-TZVPD).

Atoms and positions in Å:
Cr: -0.340 -0.221 -0.184
P: -0.256 0.570 -2.269
C: -1.518 1.934 -2.130
C: -2.297 1.908 -0.826
N: -1.731 1.255 0.200
C: -2.180 1.381 1.459
C: -3.284 2.168 1.697
C: -3.916 2.851 0.660
C: -3.409 2.709 -0.630
C: -1.464 0.657 2.540
P: 0.312 0.471 2.346
H: -3.757 3.291 -1.492
H: -3.675 2.233 2.697
H: -4.823 3.447 0.805
H: -1.591 1.225 3.472
H: -1.892 -0.336 2.718
H: -0.961 2.788 -2.153
H: -2.151 2.112 -3.076
H: 0.569 3.586 -0.559
O: 0.095 4.287 -0.928
H: 0.703 4.391 -1.733
H: 1.197 1.112 0.981
O: 1.569 1.620 0.114
H: 2.400 2.186 0.157
C: 1.063 1.849 3.245
H: 0.450 2.075 4.130
H: 2.101 1.601 3.525
H: 1.096 2.712 2.558
C: 0.863 -1.075 3.075
H: 1.945 -1.179 2.941
H: 0.619 -1.037 4.154
H: 0.343 -1.917 2.601
C: -1.096 -0.621 -3.379
H: -1.204 -0.117 -4.369
H: -0.434 -1.516 -3.381
H: -2.085 -0.845 -2.918
C: 1.231 1.127 -3.120
H: 1.769 0.225 -3.417
H: 0.987 1.720 -4.007
H: 1.831 1.693 -2.404
C: 2.675 -2.652 -2.570
N: 1.281 -2.839 -2.199
C: 0.691 -3.972 -2.920
C: 1.097 -2.858 -0.767
C: -0.340 -3.091 -0.365
C: -0.819 -4.402 -0.248
C: -2.198 -4.572 0.004
C: -3.060 -3.475 0.166
C: -2.552 -2.157 0.129
C: -1.188 -1.996 -0.112
H: 2.757 -2.617 -3.656
H: 3.294 -3.472 -2.190
H: 3.025 -1.717 -2.140
H: 1.032 -4.953 -2.525
H: -0.412 -3.956 -2.885
H: 1.011 -3.908 -3.976
H: 1.712 -3.650 -0.315
H: 1.474 -1.892 -0.393
H: -0.113 -5.258 -0.378
H: -2.577 -5.602 0.068
H: -4.135 -3.621 0.350
H: -3.216 -1.281 0.259

As for the spin multiplicity: 4. Its largest force on an atom is 0.0683 hartree/bohr. The value obtained for the HOMO-LUMO gap (spin up / spin down) is 6.667 / 7.647 eV. As for the total charge: +2.